{
  "formula": "C6H6O",
  "method": "ωB97M-V/def2-TZVPD",
  "species": ["C", "C", "C", "C", "C", "C", "O", "H", "H", "H", "H", "H", "H"],
  "positions_angstrom": [[-0.1863, 0.3753, 0.2142], [2.4368, 0.9996, 0.5931], [-1.3568, 0.8346, 0.1538], [1.5212, -0.1070, 0.0253], [-2.7786, 1.0073, 0.0991], [1.9280, -1.5355, -0.1629], [2.3351, 0.9091, -0.6640], [-3.2640, 1.9577, -0.3735], [-3.4333, 1.0896, 1.0340], [-3.2656, 0.0930, -0.3922], [1.6723, -1.9400, -1.1486], [1.3918, -2.0817, 0.6517], [2.9996, -1.6019, -0.0299]],
  "forces_ev_per_angstrom": [[0.18, 0.46, -1.40], [-0.34, -1.00, 0.68], [4.82, -2.03, 0.61], [-3.20, 2.65, 1.13], [-4.42, 0.57, -0.24], [-1.17, 0.12, 0.67], [-0.79, -0.16, -1.06], [1.66, -1.55, 0.02], [1.79, -0.44, -0.32], [0.81, 1.33, 0.28], [-0.13, 0.11, 0.25], [0.58, 0.05, -0.78], [0.22, -0.10, 0.15]],
  "nbo_charge": [-0.072, 0.335, -0.021, 0.106, -0.726, -0.656, -0.414, 0.249, 0.250, 0.245, 0.231, 0.242, 0.232],
  "multiplicity": 1,
  "relative_energy_kcal_mol": 155.8,
  "gap_ev": 9.85,
  "e_tot_ev": -8359.7484
}

=====

{
  "formula": "C6H6O",
  "method": "ωB97M-V/def2-TZVPD",
  "species": ["C", "C", "C", "C", "C", "C", "O", "H", "H", "H", "H", "H", "H"],
  "positions_angstrom": [[-1.3681, -2.1121, 0.2687], [-0.7612, -1.0796, 0.1460], [-0.0156, 0.1348, -0.2242], [-0.8018, 1.3543, -0.0018], [-1.4522, 2.3551, 0.1462], [1.3845, 0.2127, 0.4285], [2.0818, -0.9978, 0.3143], [-1.9244, -3.0214, 0.3201], [0.1499, 0.0340, -1.3026], [-2.0405, 3.2370, 0.2695], [1.3020, 0.5458, 1.4709], [1.9692, 0.9572, -0.1164], [1.5784, -1.6696, 0.7947]],
  "forces_ev_per_angstrom": [[0.28, 0.44, -0.04], [-0.31, -0.50, -0.06], [-0.02, -0.05, -0.14], [-0.29, 0.47, 0.05], [0.28, -0.39, -0.04], [-0.02, 0.30, 0.06], [-0.07, -0.24, 0.11], [0.09, 0.13, 0.14], [0.03, 0.07, 0.01], [0.11, -0.13, 0.01], [-0.09, -0.09, -0.08], [-0.10, -0.01, 0.10], [0.12, 0.00, -0.12]],
  "nbo_charge": [-0.231, 0.005, -0.404, -0.007, -0.210, -0.030, -0.703, 0.243, 0.263, 0.240, 0.169, 0.191, 0.474],
  "multiplicity": 1,
  "relative_energy_kcal_mol": 90.8,
  "smiles": "C#CC(C#C)CO",
  "gap_ev": 10.93,
  "e_tot_ev": -8362.5670
}

=====

{
  "formula": "C6H6O",
  "method": "ωB97M-V/def2-TZVPD",
  "species": ["C", "C", "C", "O", "H", "H", "C", "C", "C", "H", "H", "H", "H"],
  "positions_angstrom": [[-1.5322, -1.4359, -1.2039], [-1.1670, -1.2508, 0.0373], [-1.2185, -0.4138, 1.0159], [-1.1590, 0.0524, 2.0838], [-2.1132, -0.7306, -1.7126], [-1.1476, -2.3683, -1.5271], [0.0371, 1.6521, -0.7006], [0.7784, 1.0478, 0.0015], [1.8579, 0.4528, 0.7464], [-0.5524, 2.2078, -1.4241], [1.8591, 0.8867, 1.7340], [2.7135, 0.4959, 0.1299], [1.6438, -0.5961, 0.8194]],
  "forces_ev_per_angstrom": [[0.88, -0.91, 1.41], [0.01, 0.07, -0.11], [-0.24, 0.33, 2.04], [-0.07, 0.17, -0.41], [-0.76, 0.60, -1.16], [-0.24, -0.66, -1.59], [-1.19, 1.22, -1.55], [0.78, 0.41, -0.10], [-1.49, -0.64, 0.17], [0.26, -0.49, 0.72], [0.73, 0.10, 0.25], [1.41, 0.54, -0.09], [-0.09, -0.74, 0.43]],
  "nbo_charge": [-0.268, -0.362, 0.668, -0.460, 0.199, 0.207, -0.275, 0.019, -0.701, 0.243, 0.247, 0.243, 0.240],
  "multiplicity": 1,
  "relative_energy_kcal_mol": 112.4,
  "smiles": "C=C=C=O.C#CC",
  "gap_ev": 8.55,
  "e_tot_ev": -8361.6309
}

=====

{
  "formula": "C6H6O",
  "method": "ωB97M-V/def2-TZVPD",
  "species": ["C", "C", "C", "C", "O", "C", "C", "H", "H", "H", "H", "H", "H"],
  "positions_angstrom": [[0.5723, -2.0111, 2.0457], [0.4561, -1.5143, 0.9567], [0.3714, -0.9611, -0.3930], [0.2735, 0.5622, -0.4772], [1.2163, 1.1475, 0.3829], [-1.0836, 1.1287, -0.3825], [-2.0036, 1.7140, -0.8944], [0.6809, -2.4432, 3.0147], [1.2739, -1.2393, -0.9473], [-0.4815, -1.3877, -0.9324], [0.4982, 0.8045, -1.5266], [0.9271, 2.0542, 0.5633], [-2.6996, 2.2434, -1.4939]],
  "forces_ev_per_angstrom": [[-0.08, 0.21, -0.37], [0.00, -0.22, 0.45], [0.05, -0.10, -0.06], [0.02, -0.17, -0.24], [-0.11, 0.37, 0.23], [-0.30, 0.35, -0.78], [0.30, -0.21, 0.28], [-0.04, 0.07, -0.13], [-0.06, -0.08, 0.14], [0.13, 0.02, 0.09], [0.31, -0.04, 0.14], [0.21, -0.29, -0.05], [-0.44, 0.08, 0.30]],
  "nbo_charge": [-0.226, -0.010, -0.485, 0.054, -0.693, -0.062, -0.205, 0.235, 0.242, 0.245, 0.187, 0.481, 0.237],
  "multiplicity": 1,
  "relative_energy_kcal_mol": 99.8,
  "smiles": "C#CC[C@H](O)C#C",
  "gap_ev": 10.58,
  "e_tot_ev": -8362.1788
}

=====

{
  "formula": "C6H6O",
  "method": "ωB97M-V/def2-TZVPD",
  "species": ["C", "C", "C", "C", "C", "O", "C", "H", "H", "H", "H", "H", "H"],
  "positions_angstrom": [[-1.2826, 1.8192, 1.3250], [-0.2216, 1.5119, 0.8036], [0.5612, 0.7266, -0.1008], [-0.5772, 0.1406, -0.5891], [-0.5794, -1.3053, -0.2461], [0.5817, -1.5071, 0.5310], [1.4751, -0.4200, 0.2649], [-2.1351, 2.3877, 1.5975], [-1.4028, 0.6761, -1.0433], [-1.4579, -1.5944, 0.3505], [-0.5786, -1.8667, -1.1857], [2.1081, -0.6885, -0.5969], [2.1172, -0.2597, 1.1323]],
  "forces_ev_per_angstrom": [[0.57, 0.75, -0.08], [-0.51, 0.57, 0.28], [-0.40, -0.28, 0.12], [0.14, -0.49, -0.54], [-0.06, -0.19, -0.41], [0.09, -0.27, -0.10], [0.22, 0.13, 0.11], [-0.02, 0.11, 0.50], [0.05, -0.19, 0.24], [0.12, 0.18, -0.28], [0.07, -0.50, 0.00], [-0.08, 0.19, 0.19], [-0.19, -0.01, -0.02]],
  "nbo_charge": [-0.295, -0.005, -0.252, 0.047, -0.150, -0.514, -0.085, 0.234, 0.226, 0.217, 0.197, 0.174, 0.205],
  "multiplicity": 1,
  "relative_energy_kcal_mol": 122.9,
  "gap_ev": [8.33, 8.33],
  "e_tot_ev": -8361.1765
}

=====

{
  "formula": "C6H6O2",
  "method": "ωB97M-V/def2-TZVPD",
  "species": ["O", "C", "C", "C", "C", "C", "C", "O", "H", "H", "H", "H", "H", "H"],
  "positions_angstrom": [[-2.8975, -0.4852, -1.1357], [-2.1560, 0.2971, -0.7354], [-1.5536, 1.3773, -0.2267], [-0.1579, 1.6338, 0.2232], [0.8064, 0.7260, 0.3761], [0.5231, -0.5653, -0.1958], [1.0340, -1.7875, -0.0342], [2.1169, -2.3816, 0.5614], [-2.1026, 2.3547, -0.2869], [0.0811, 2.6517, 0.4853], [1.7783, 1.0314, 0.7920], [-0.5708, -0.4432, -0.5487], [0.6375, -2.5950, -0.5870], [2.4609, -1.8140, 1.3123]],
  "forces_ev_per_angstrom": [[-0.33, -0.98, -0.38], [-0.08, 2.38, 0.83], [0.57, 1.59, -0.20], [-0.61, -0.05, 0.30], [0.87, 0.10, -0.23], [-1.52, 0.14, 1.29], [0.25, -0.99, -0.78], [0.57, 2.33, 1.75], [-0.06, -1.44, -0.16], [-0.37, 0.20, 0.14], [-0.46, -0.25, -0.34], [2.71, -1.68, -0.26], [-1.13, -0.53, -0.65], [-0.42, -0.82, -1.31]],
  "nbo_charge": [-0.428, 0.693, -0.589, -0.167, -0.264, -0.306, 0.179, -0.666, 0.282, 0.214, 0.216, 0.183, 0.173, 0.479],
  "multiplicity": 1,
  "relative_energy_kcal_mol": 58.8,
  "smiles": "O=C=C/C=C\\C=C/O",
  "gap_ev": 8.27,
  "e_tot_ev": -10410.8594
}

=====

{
  "formula": "C6H6O2P",
  "method": "ωB97M-V/def2-TZVPD",
  "species": ["O", "C", "O", "C", "C", "C", "C", "C", "P", "H", "H", "H", "H", "H", "H"],
  "positions_angstrom": [[2.6882, -0.7595, -0.6279], [2.5697, 0.3621, -0.0996], [3.2235, 1.3795, 0.0343], [1.0858, 0.3751, 0.4328], [0.1134, 1.2088, 0.1256], [-1.2965, 0.6045, 0.3064], [-1.6999, -0.6091, -0.5158], [-0.8707, -1.8822, -0.4366], [0.5144, -1.3769, 0.3996], [0.2801, 2.1908, -0.1662], [-1.5093, 0.1641, 1.3449], [-1.9109, 1.4647, 0.2024], [-2.0308, -0.2247, -1.4817], [-2.8370, -0.8271, -0.1351], [1.6801, -2.0700, 0.6169]],
  "forces_ev_per_angstrom": [[1.89, -0.08, -0.91], [-2.56, 0.26, 0.96], [1.23, 0.39, -0.26], [0.77, -1.37, -0.92], [-1.44, -2.72, 1.54], [0.49, 0.42, 1.78], [-3.41, 0.11, 0.23], [1.19, 1.08, 0.78], [-0.78, 0.14, -0.29], [0.12, 1.73, -0.60], [0.95, 1.21, -0.77], [-1.46, 0.41, -0.32], [0.74, -0.63, -0.87], [2.46, 0.07, -0.47], [-0.20, -1.02, 0.12]],
  "nbo_charge": [-0.763, 0.766, -0.717, -0.389, -0.199, -0.471, -0.499, -0.558, 0.782, 0.201, 0.199, 0.198, 0.214, 0.194, 0.041],
  "multiplicity": 1,
  "relative_energy_kcal_mol": 129.8,
  "total_charge": -1,
  "smiles": "O=C([O-])C1=CCCC#[PH]1",
  "gap_ev": 8.06,
  "e_tot_ev": -19699.7389
}

=====

{
  "formula": "C6H6O3S",
  "method": "ωB97M-V/def2-TZVPD",
  "species": ["C", "C", "O", "O", "O", "C", "C", "C", "C", "S", "H", "H", "H", "H", "H", "H"],
  "positions_angstrom": [[-3.0652, 0.1291, -0.3025], [-2.2533, -1.1008, 0.0113], [-2.6187, -2.2328, -0.0147], [-1.0158, -0.6771, 0.3494], [-0.1317, -1.7239, 0.7614], [1.1671, -1.3557, 0.6298], [1.7408, -0.1722, 0.2964], [3.1554, -0.2572, 0.3039], [3.6111, -1.4852, 0.6406], [2.3259, -2.5998, 0.9534], [-3.5420, 0.4676, 0.6153], [-3.8347, -0.1273, -1.0241], [-2.4278, 0.9219, -0.6814], [1.1862, 0.7155, 0.0577], [3.7937, 0.5750, 0.0699], [4.6231, -1.8231, 0.7311]],
  "forces_ev_per_angstrom": [[0.08, -0.05, 0.02], [-0.50, -0.47, -0.19], [0.07, -0.10, 0.06], [1.47, 0.84, 0.19], [-0.97, -0.79, 0.13], [0.22, 0.39, -0.18], [-0.50, -0.01, 0.00], [0.17, -0.21, 0.06], [-0.15, -0.14, 0.04], [-0.09, 0.30, -0.09], [-0.02, 0.04, 0.05], [0.02, -0.06, -0.01], [-0.04, 0.09, -0.02], [-0.14, 0.11, -0.03], [0.16, 0.11, -0.03], [0.23, -0.06, 0.02]],
  "nbo_charge": [-0.716, 0.776, -0.543, -0.255, -0.213, 0.107, -0.350, -0.233, -0.422, 0.421, 0.247, 0.246, 0.236, 0.236, 0.226, 0.238],
  "multiplicity": 1,
  "relative_energy_kcal_mol": 56.5,
  "smiles": "CC(=O)OOc1cccs1",
  "gap_ev": 9.39,
  "e_tot_ev": -23293.8895
}

=====

{
  "formula": "C6H6O3S",
  "method": "ωB97M-V/def2-TZVPD",
  "species": ["C", "C", "C", "C", "C", "C", "O", "O", "O", "S", "H", "H", "H", "H", "H", "H"],
  "positions_angstrom": [[1.1614, 0.3639, 1.3375], [0.8170, -0.8686, 0.8454], [0.7732, 1.6106, 0.5931], [-0.2652, -1.1476, -0.2140], [-0.1900, 1.3706, -0.4476], [-0.7588, 0.1438, -0.6860], [1.2389, 2.7335, 0.7363], [-0.7306, 2.4115, -1.0934], [-1.6610, 0.1734, -1.7464], [-2.8706, 0.3225, 1.2881], [1.9149, 0.5398, 2.0791], [1.0846, -1.8555, 1.3254], [0.0838, -1.6559, -1.0158], [-1.1835, -1.6315, 0.0833], [-0.6849, 3.2849, -0.7108], [-1.9115, 1.0149, -2.1248]],
  "forces_ev_per_angstrom": [[-0.04, -1.02, -1.80], [-1.07, -0.81, 1.45], [0.36, -0.43, -0.10], [-0.42, 3.18, 2.36], [-1.28, -0.65, 1.09], [-0.39, 3.41, -2.96], [-0.05, -0.55, 0.62], [-0.67, 0.06, -1.62], [0.14, -2.69, 0.98], [0.08, 0.12, -0.02], [0.16, -0.35, 0.49], [0.36, 1.54, -0.26], [1.45, -1.83, -2.54], [0.11, -0.78, 0.94], [0.71, 0.05, 0.78], [0.53, 0.76, 0.61]],
  "mulliken_spin": [0.002, -0.002, 0.008, 0.009, 0.087, -0.051, 0.032, 0.011, 0.011, 1.907, -0.002, -0.002, -0.001, -0.017, 0.001, 0.007],
  "multiplicity": 3,
  "relative_energy_kcal_mol": 0.0,
  "s2": 2.011,
  "gap_ev": [8.64, 6.59],
  "e_tot_ev": -23292.8636
}

=====

{
  "formula": "C6H6O3S2",
  "method": "ωB97M-V/def2-TZVPD",
  "species": ["C", "C", "C", "C", "C", "C", "H", "H", "H", "H", "H", "H", "O", "O", "O", "S", "S"],
  "positions_angstrom": [[0.6416, 0.0714, -0.4359], [0.0458, 1.3030, -0.3682], [-1.3608, 1.2964, -0.2791], [-2.0609, 0.0465, -0.1632], [-1.2639, -1.1348, 0.0553], [0.0682, -1.1950, -0.2562], [3.5410, 0.3233, 1.6680], [0.7640, 2.1600, -0.2271], [-1.8920, 2.2156, -0.1568], [-3.9339, -1.2389, -0.9756], [-2.0659, -1.8933, 0.2166], [0.7093, -2.0604, -0.1866], [2.2318, -0.1754, 1.6578], [2.8082, -1.2275, -0.6277], [3.2156, 1.3652, -0.1309], [2.3900, 0.0156, -0.1020], [-3.8382, 0.1284, 0.3117]],
  "forces_ev_per_angstrom": [[1.67, 0.14, 0.48], [-0.24, 0.15, 0.41], [-0.06, -1.28, 0.11], [2.12, 2.27, 1.88], [-4.03, 0.18, -1.62], [-0.43, 0.92, 0.51], [-5.21, -1.81, 0.43], [-1.37, -0.62, -0.46], [-0.33, 0.42, -0.25], [-0.44, 2.96, 2.89], [1.83, -0.59, 0.24], [-0.29, -0.12, -0.04], [5.88, 2.30, -3.44], [1.42, -0.46, -0.75], [-3.01, -5.01, -0.65], [1.03, 4.20, 4.15], [1.45, -3.65, -3.89]],
  "nbo_charge": [-0.307, -0.184, -0.217, -0.127, -0.226, -0.189, 0.499, 0.267, 0.226, 0.160, 0.235, 0.267, -0.857, -0.891, -0.887, 2.207, 0.023],
  "multiplicity": 1,
  "relative_energy_kcal_mol": 80.3,
  "gap_ev": 8.25,
  "e_tot_ev": -34125.7751
}

=====

{
  "formula": "C6H6OS",
  "method": "ωB97M-V/def2-TZVPD",
  "species": ["C", "C", "C", "C", "C", "C", "S", "O", "H", "H", "H", "H", "H", "H"],
  "positions_angstrom": [[0.0182, 0.3973, 2.4688], [-0.5526, 0.9782, 1.3777], [-0.3201, 0.2102, 0.1178], [0.9280, -0.2832, -0.1961], [0.7346, -0.6993, -1.6248], [-0.6214, -0.2481, -1.8967], [-1.4750, -0.3204, -3.2665], [-1.2965, 0.0723, -0.6937], [0.5890, -0.6537, 2.6817], [-0.3971, 0.7813, 3.4050], [-1.4245, 1.7208, 1.3134], [1.9023, 0.1731, 0.2776], [0.3281, -1.8322, -1.6292], [1.5872, -0.2962, -2.3352]],
  "forces_ev_per_angstrom": [[-1.24, -0.73, 1.35], [-0.49, -2.52, -0.38], [5.09, 1.56, 5.36], [-0.12, 2.44, 0.35], [1.28, -1.32, 0.08], [-3.07, 0.05, -2.01], [0.19, 0.27, 0.06], [-0.73, -0.52, -3.65], [-1.26, 2.96, -1.50], [0.71, 0.18, 0.09], [1.76, -0.86, 0.71], [-2.23, -1.46, -0.98], [2.16, 1.56, -0.54], [-2.06, -1.59, 1.07]],
  "nbo_charge": [-0.365, -0.252, 0.294, -0.351, -0.548, 0.184, 0.003, -0.448, 0.238, 0.194, 0.240, 0.249, 0.280, 0.283],
  "multiplicity": 1,
  "relative_energy_kcal_mol": 72.6,
  "smiles": "C=CC1=CCC(=S)O1",
  "gap_ev": 8.49,
  "e_tot_ev": -19197.9180
}

=====

{
  "formula": "C6H6OS",
  "method": "ωB97M-V/def2-TZVPD",
  "species": ["C", "C", "C", "C", "C", "C", "H", "H", "H", "H", "H", "H", "O", "S"],
  "positions_angstrom": [[-0.5838, -0.6339, 0.1437], [0.9687, -0.7813, -0.3227], [0.9803, 0.7229, -0.0372], [0.0296, 1.1492, -1.2369], [-1.0320, 0.3143, -1.0909], [0.0510, 0.2308, 1.1573], [-1.9073, -0.6902, 2.1053], [1.3926, -1.2766, 0.5492], [1.1100, -1.0108, -1.3662], [1.9067, 1.0716, 0.3116], [0.3263, 1.7918, -2.0723], [-1.9047, 0.5054, -1.6774], [-1.4746, -1.5440, 0.8186], [0.1373, 0.1507, 2.7179]],
  "forces_ev_per_angstrom": [[-3.71, -0.96, 0.72], [-1.35, -0.56, 1.87], [-1.44, -0.68, 0.10], [0.25, -0.95, 1.63], [2.18, 1.31, 1.12], [1.23, 2.39, -3.76], [2.12, -2.21, -3.19], [1.03, -0.89, -0.92], [0.26, -0.78, 0.06], [1.19, 1.32, -0.37], [-0.44, 0.08, 0.67], [-0.70, -0.96, -0.03], [0.13, 2.83, 0.63], [-0.74, 0.06, 1.46]],
  "nbo_charge": [0.145, -0.379, -0.313, -0.201, -0.213, -0.067, 0.388, 0.225, 0.246, 0.232, 0.232, 0.236, -0.688, 0.157],
  "multiplicity": 1,
  "relative_energy_kcal_mol": 142.8,
  "gap_ev": 9.07,
  "e_tot_ev": -19194.8749
}